1.
This record from the Open Molecules 2025 dataset describes a cluster of 7 separate species, C28H37N6O12 in total at a distorted geometry. The level of theory is wB97M-V/def2-TZVPD.

Results
Electronic energy, eV: -63126.7210
Orbital gap, eV: 7.0
LUMO, eV: 0.604
Energy relative to the best compared isomer or geometry (same formula, charge and spin), kcal/mol: 25.8
Largest force on an atom, eV/A: 10.830

```
! wB97M-V def2-TZVPD RIJCOSX def2/J DEFGRID3
* xyz -1 1
C 0.37558 -0.07116 -0.13716
O 0.64958 -0.30416 1.13184
O 0.37858 1.14984 -0.54416
O 0.06958 -0.94316 -0.96016
H 0.66258 1.72284 0.33484
C -1.91742 2.52584 3.92284
C -1.73342 1.79084 2.57084
C -2.41142 2.43284 1.28884
C -3.07642 3.83184 1.36884
C -3.16842 4.40084 2.74084
C -2.54842 3.79784 4.02284
N -3.64042 4.36384 0.06384
O -3.52642 3.73384 -0.89916
O -4.06142 5.49084 0.18684
H -1.80442 1.97084 4.92384
H -1.36042 0.84484 2.51184
H -2.25342 2.00784 0.44084
H -3.73542 5.36984 2.69684
H -2.69442 4.30984 4.93984
C 3.87358 1.10184 -3.64216
C 4.48158 0.53184 -4.96816
C 3.64458 -0.57716 -5.53816
C 2.61358 -1.36016 -4.67816
C 2.10758 -0.73016 -3.34916
C 2.76858 0.61684 -2.98916
N 1.82858 -2.55616 -5.16116
O 1.42058 -3.47216 -4.39416
O 1.79058 -2.74016 -6.38916
H 4.10958 2.02584 -3.40716
H 5.28458 1.15784 -5.24616
H 3.91358 -1.23216 -6.45116
H 1.33658 -0.78016 -2.54716
H 2.41758 1.05684 -1.99316
C 2.66758 4.54484 1.65184
C 2.11758 3.14884 1.85284
C 1.47058 2.74184 3.19784
C 1.53958 3.87884 4.24484
C 1.93258 5.34584 3.96284
C 2.62158 5.60684 2.54284
N 0.96758 3.49584 5.59084
O 0.78458 2.33084 5.89284
O 0.89158 4.41584 6.39984
H 3.04658 4.78384 0.77984
H 2.29158 2.31684 1.03284
H 1.16658 1.74084 3.37184
H 1.95158 6.07484 4.77484
H 2.83458 6.44684 2.06784
C -2.79942 1.08984 -4.99116
O -2.94342 1.17484 -6.24316
N -2.10542 0.19784 -4.30416
C -2.10342 0.37084 -2.86616
C -1.31642 -0.79916 -5.06916
H -3.37442 1.70684 -4.37616
H -1.24242 0.85284 -2.60016
H -1.94242 -0.44816 -2.39416
H -3.05442 0.81884 -2.30416
H -0.92042 -0.45816 -6.01816
H -1.85942 -1.72116 -5.28716
H -0.44942 -0.98416 -4.36816
C -2.32842 -4.60816 2.51884
O -3.24242 -5.25116 3.10284
N -1.57342 -3.68016 3.16684
C -0.69042 -2.75516 2.42584
C -1.69342 -3.42116 4.64384
H -1.96942 -4.86816 1.42784
H -1.07142 -2.53116 1.35584
H 0.31958 -2.96716 2.14684
H -0.58242 -1.78616 2.66784
H -1.21142 -2.72716 5.15084
H -1.48242 -4.42816 5.14984
H -2.83942 -3.22416 4.89784
C -0.39242 -4.23116 -1.13216
O -1.48642 -4.90016 -1.26216
N 0.70058 -4.79716 -0.56116
C 2.00858 -4.04616 -0.35116
C 0.70658 -6.13516 0.03384
H -0.34842 -3.13116 -1.43216
H 1.85458 -2.97016 -0.41916
H 2.78658 -4.29116 -0.96316
H 2.35158 -4.15716 0.66784
H 0.19958 -6.20716 1.03684
H 1.73358 -6.48516 0.19084
H 0.28258 -6.54316 -0.85616
*
```

Löwdin atomic charge list, values in e, 4 entries: C -0.85; O -0.11; O 0.03; O -0.05



2.
This record from the Open Molecules 2025 dataset describes the molecule C28H37NO5. The level of theory is wB97M-V/def2-TZVPD.

Results
Electronic energy, eV: -41364.7423
Orbital gap, eV: 8.3
LUMO, eV: 0.383
Energy relative to the best compared isomer or geometry (same formula, charge and spin), kcal/mol: 0.0
Largest force on an atom, eV/A: 0.730
SMILES: CCOc1cc(C2C3=C(CC(C)(C)CC3=O)N(CCOC)C3=C2C(=O)CC(C)(C)C3)ccc1O

```
! wB97M-V def2-TZVPD RIJCOSX def2/J DEFGRID3
* xyz 0 1
C -3.84751 -1.83122 -1.22990
C -4.00071 -2.54776 0.11015
O -2.93109 -3.42266 0.39029
C -1.75812 -2.91407 0.91413
C -1.47528 -1.57662 1.12543
C -0.25596 -1.18186 1.66499
C 0.08449 0.28651 1.84784
C -0.89277 1.18793 1.14260
C -0.75564 1.35696 -0.19287
C -1.72336 2.18364 -0.99015
C -2.37619 3.27279 -0.12349
C -1.33378 4.30981 0.29840
C -3.47698 3.96547 -0.93008
C -2.98049 2.60287 1.11025
C -1.96913 1.80117 1.91101
O -2.09135 1.64925 3.10995
N 0.36070 0.85618 -0.84493
C 0.25684 0.36451 -2.20066
C 0.17921 -1.16935 -2.21308
O 1.46946 -1.70280 -2.04987
C 1.46982 -3.09215 -1.83004
C 1.52322 0.69948 -0.10190
C 1.43833 0.57157 1.24165
C 2.59781 0.68895 2.11480
O 2.54361 0.50999 3.31575
C 3.88048 1.09911 1.42108
C 4.03140 0.43132 0.05379
C 5.31921 0.91641 -0.61627
C 4.08975 -1.08888 0.21455
C 2.83157 0.81165 -0.82484
C 0.67091 -2.15159 2.01442
C 0.40405 -3.49236 1.80028
C -0.80029 -3.88593 1.24121
O -1.05207 -5.20542 1.01311
H -2.97800 -1.17798 -1.22699
H -3.72585 -2.56069 -2.02714
H -4.73633 -1.23804 -1.42782
H -4.88256 -3.19491 0.07946
H -4.12946 -1.82688 0.92628
H -2.20820 -0.82153 0.89052
H 0.10194 0.51330 2.91912
H -2.51392 1.54256 -1.39706
H -1.20884 2.65923 -1.82822
H -0.53322 3.84671 0.86978
H -0.90157 4.79402 -0.57510
H -1.79540 5.07402 0.91868
H -4.24002 3.25402 -1.23957
H -3.06238 4.43321 -1.82062
H -3.95420 4.73692 -0.33110
H -3.76910 1.90813 0.80216
H -3.43721 3.33933 1.77340
H -0.65077 0.75695 -2.65640
H 1.11122 0.68183 -2.80070
H -0.47425 -1.50964 -1.39497
H -0.25209 -1.51100 -3.16840
H 1.01695 -3.62543 -2.67454
H 2.51099 -3.38913 -1.72946
H 0.92749 -3.34672 -0.91253
H 4.72318 0.85905 2.07138
H 3.85136 2.18643 1.29949
H 5.32553 2.00059 -0.71005
H 5.41691 0.48447 -1.60999
H 6.18511 0.62069 -0.02909
H 3.14721 -1.47297 0.59424
H 4.28708 -1.56022 -0.74545
H 4.88162 -1.36776 0.90580
H 2.82656 0.15340 -1.69311
H 2.94389 1.84440 -1.17569
H 1.60272 -1.85940 2.47150
H 1.12023 -4.25371 2.06491
H -1.95680 -5.27613 0.67970
*
```

Löwdin atomic charge list, values in e, 4 entries: C -0.06; C -0.24; O -0.06; C -0.19



3.
This record from the Open Molecules 2025 dataset describes a structure of composition C28H38AlBr2O4 at a distorted geometry. The level of theory is wB97M-V/def2-TZVPD.

Results
Electronic energy, eV: -184501.7021
Orbital gap, eV: 7.6
LUMO, eV: 2.285
Largest force on an atom, eV/A: 5.457

```
! wB97M-V def2-TZVPD RIJCOSX def2/J DEFGRID3
* xyz -1 1
C -5.53107 1.58849 -4.73037
C -4.63673 0.89066 -3.54672
C -3.55880 -0.27652 -4.01935
C -2.61936 -1.04837 -2.87301
C -2.66741 -0.73777 -1.26677
C -1.83127 -1.46731 -0.07557
C -0.17297 -1.48868 -0.30224
C -0.02468 -2.93642 -1.08762
Br 0.11048 -4.53314 0.10832
C 1.16953 -2.99786 -2.20103
C 0.72320 -2.65497 -3.73993
Br 1.80353 -4.92558 -2.22490
O -0.04058 -0.24527 -1.13567
Al 0.22670 1.30627 -0.10636
C -1.35791 2.41337 0.57157
C -0.90389 3.49847 1.76162
C -2.17447 4.27265 2.45284
C -2.12333 4.30258 4.11339
O -0.81248 4.70159 4.65227
O 0.56988 0.19870 1.42576
C 0.75780 -1.24876 1.06944
C 2.30394 -1.77536 1.08044
C 3.41524 -0.80280 0.37923
C 3.62563 0.81868 0.70681
C 4.77241 1.77524 0.03505
C 5.82555 1.16939 -1.10909
C 5.66069 -0.42428 -1.45116
C 4.51541 -1.40708 -0.72782
C 4.58272 -2.98631 -1.19479
C 0.18431 -1.92219 2.48941
C 0.36448 -0.67328 3.74876
C 1.01775 -1.26810 5.24347
O 1.83432 -0.33652 4.16168
C -3.75536 0.44553 -0.80221
C -4.69504 1.22663 -1.94399
H -6.69695 1.36179 -4.63989
H -5.32752 2.75731 -4.86201
H -5.20631 1.11223 -5.77610
H -3.46218 -0.61407 -5.15985
H -1.91222 -1.88227 -3.28518
H -2.21901 -2.55007 0.22053
H -1.97863 -0.80150 0.90437
H -1.04913 -3.07300 -1.68574
H 1.99836 -2.23261 -1.89610
H 0.20854 -1.59158 -3.82176
H -0.13374 -3.43666 -4.01905
H 1.56528 -2.79416 -4.54576
H 1.37982 2.32983 -0.49269
H -2.08095 1.65087 1.13868
H -2.01201 2.91074 -0.26367
H -0.21744 4.31790 1.28010
H -0.32778 2.95326 2.65190
H -2.17632 5.42145 2.12845
H -3.22299 3.82886 2.15077
H -2.40265 3.25595 4.59821
H -2.91606 5.07038 4.55439
H -0.55516 4.01185 5.35684
H 2.64522 -1.87897 2.22051
H 2.46365 -2.85696 0.62041
H 2.91417 1.33931 1.51184
H 4.91236 2.91655 0.31353
H 6.64726 1.82057 -1.63465
H 6.41424 -0.87307 -2.26043
H 4.16029 -3.74711 -0.41382
H 5.73097 -3.21326 -1.41890
H 4.05075 -3.03449 -2.25404
H -0.96005 -2.14341 2.47169
H 0.80248 -2.84300 2.85016
H -0.51842 0.21587 3.81340
H 0.76061 -0.64139 6.22621
H 1.51756 -2.32732 5.23323
H -3.88913 0.74390 0.32511
H -5.46512 2.06462 -1.60215
*
```

Löwdin atomic charge list, values in e, 4 entries: C -0.15; C -0.22; C -0.03; C -0.01